Record 1
48
Properties=species:S:1:pos:R:3 method="wB97M-V/def2-TZVPD" homo_lumo_gap_ev=8.36 spin_multiplicity=1 total_energy_ev=-33280.29869 max_force_ev_per_a=3.499 de_lowest_kcal_mol=106.9 homo_ev=-9.08
O 0.004 -1.750 -2.600
H 0.129 -2.243 -3.437
H 0.267 -0.849 -2.862
O 1.910 2.468 -0.840
H 1.881 3.101 -0.139
H 2.450 1.786 -0.427
O 3.421 0.164 0.031
H 2.896 -0.610 0.079
H 3.851 0.126 0.857
O -0.999 3.636 -0.308
H -0.974 4.498 -0.723
H -0.133 3.256 -0.362
O 1.211 1.498 1.968
H 1.944 2.060 2.119
H 1.516 0.593 2.221
O 0.999 0.798 -2.875
H 1.249 1.248 -2.043
H 1.717 0.934 -3.480
O -3.110 -0.723 0.906
H -3.343 0.165 0.754
H -2.589 -0.955 0.084
O -2.875 1.979 0.868
H -2.252 2.109 0.169
H -2.258 1.640 1.530
O 2.276 -2.116 -1.478
H 1.446 -2.073 -1.956
H 2.911 -1.789 -2.157
O 1.179 -1.263 2.773
H 1.821 -1.613 2.201
H 1.417 -1.515 3.680
O -1.372 1.001 2.948
H -1.487 0.047 3.052
H -0.464 1.164 2.725
O 0.063 -2.693 0.213
H 0.789 -2.750 -0.378
H -0.597 -3.066 -0.333
O -1.466 -2.032 2.759
H -2.023 -1.752 2.043
H -0.629 -1.985 2.352
O -1.703 1.236 -2.048
H -1.126 1.892 -2.418
H -1.174 0.780 -1.343
O -0.300 0.072 0.021
H -0.080 -0.924 -0.013
H 0.228 0.585 0.663
O -2.420 -1.763 -1.485
H -2.516 -2.721 -1.318
H -1.680 -1.661 -2.015

Record 2
90
Properties=species:S:1:pos:R:3 method="wB97M-V/def2-TZVPD" homo_lumo_gap_ev=6.47 spin_multiplicity=1 total_energy_ev=-176799.63974 max_force_ev_per_a=0.550 de_lowest_kcal_mol=0.0 homo_ev=-2.82 charge=-2
Zr 0.128 0.002 -0.733
O -4.990 0.184 2.922
C -4.558 1.422 3.131
O -5.192 2.202 3.803
C -3.293 1.808 2.457
C -2.622 3.006 2.606
Cl -3.055 4.404 3.477
N -1.494 2.954 1.861
N -1.413 1.791 1.204
C -2.482 1.101 1.540
C -2.628 -0.224 0.860
O -3.402 -1.076 1.300
O -1.916 -0.322 -0.192
C -0.433 3.906 1.736
C 0.024 4.201 0.465
C 1.113 5.046 0.322
C 1.718 5.590 1.445
C 1.252 5.280 2.716
C 0.176 4.421 2.870
H -4.382 -0.348 2.328
H -0.454 3.726 -0.382
H 1.526 5.220 -0.663
H 2.583 6.232 1.330
H 1.747 5.681 3.592
H -0.173 4.129 3.851
S 2.863 3.250 -2.522
Sb 3.264 1.376 -1.296
S 2.125 -0.514 -2.242
S 1.734 1.322 0.592
S 5.371 0.875 -0.656
Cl 4.315 -4.281 3.761
C 3.103 -3.542 2.740
C 2.298 -2.542 3.252
C 1.347 -1.965 2.433
Cl 0.290 -0.757 3.073
C 1.179 -2.338 1.088
O 0.272 -1.784 0.321
C 1.996 -3.387 0.640
Cl 1.756 -3.980 -0.970
C 2.955 -3.980 1.439
H 2.405 -2.212 4.275
H 3.576 -4.772 1.046
C 2.744 -3.628 -6.199
C 1.463 -4.286 -5.762
C 1.219 -4.553 -4.420
C 0.017 -5.096 -3.993
C -0.987 -5.356 -4.916
N -2.274 -5.823 -4.537
C -3.012 -5.566 -3.398
O -3.831 -6.383 -3.005
N -2.786 -4.405 -2.703
C -2.160 -3.205 -3.117
C -2.219 -2.724 -4.417
C -1.489 -1.596 -4.739
C -0.772 -0.950 -3.749
N -0.788 -1.366 -2.482
C -1.457 -2.474 -2.173
C -0.744 -5.128 -6.266
C 0.470 -4.609 -6.681
H 3.503 -3.691 -5.421
H 2.579 -2.568 -6.402
H 3.136 -4.087 -7.108
H 1.983 -4.317 -3.691
H -0.150 -5.277 -2.939
H -2.592 -6.674 -4.975
H -3.298 -4.372 -1.834
H -2.803 -3.244 -5.165
H -1.489 -1.203 -5.746
H -0.181 -0.068 -3.954
H -1.421 -2.781 -1.135
H -1.533 -5.324 -6.984
H 0.636 -4.419 -7.736
C -0.128 5.449 -7.193
C -0.585 4.614 -6.025
C 0.034 4.722 -4.784
C -0.390 3.963 -3.707
C -1.442 3.075 -3.870
C -2.061 2.937 -5.102
C -1.635 3.712 -6.171
S -1.984 2.092 -2.497
O -2.830 1.062 -3.047
O -2.569 2.980 -1.524
O -0.674 1.542 -1.986
H 0.809 5.956 -6.965
H -0.871 6.209 -7.446
H 0.027 4.831 -8.079
H 0.882 5.385 -4.662
H 0.136 4.018 -2.763
H -2.866 2.221 -5.205
H -2.118 3.606 -7.137

Record 3
49
Properties=species:S:1:pos:R:3 method="wB97M-V/def2-TZVPD" homo_lumo_gap_ev=9.36 smiles="C[C@@H](NC=O)C(N)=O.O.O.O.O.O.O.O.O.O.O.O" spin_multiplicity=1 total_energy_ev=-34229.35605 max_force_ev_per_a=7.429 de_lowest_kcal_mol=172.3 homo_ev=-9.45
C -2.736 0.054 -0.897
C -2.004 -0.068 0.417
N -2.507 -1.085 1.273
C -2.690 -2.461 0.728
O -2.458 -2.762 -0.440
C -0.328 -0.095 0.518
N 0.383 -0.800 -0.547
O 0.272 0.599 1.388
H -3.235 1.052 -0.815
H -3.376 -0.744 -1.119
H -2.127 -0.009 -1.888
H -1.890 1.006 1.131
H -2.631 -0.850 2.206
H -3.337 -3.073 1.538
H -0.242 -1.620 -0.936
H 1.249 -1.265 -0.211
O 1.557 2.164 -1.257
H 1.875 2.320 -2.044
H 0.631 1.903 -1.353
O -1.157 2.425 -0.358
H -1.552 3.050 -1.021
H -0.311 2.794 -0.334
O 0.291 -3.424 1.851
H -0.132 -3.049 1.062
H 1.171 -3.275 1.924
O 2.844 -2.848 -0.018
H 3.035 -2.472 0.826
H 3.104 -2.308 -0.847
O 2.921 1.576 1.530
H 2.278 0.926 1.195
H 3.099 2.043 0.712
O 0.329 -3.797 -0.529
H 1.311 -3.798 -0.715
H 0.043 -4.701 -0.949
O -1.655 3.097 -3.083
H -2.146 2.314 -2.880
H -0.864 2.609 -3.377
O 0.018 3.080 2.520
H 0.835 3.425 2.969
H -0.216 2.145 2.523
O -0.731 0.958 3.993
H -0.238 1.788 3.947
H -0.078 0.227 3.946
O 0.179 0.621 -3.366
H -0.056 -0.385 -3.708
H 0.731 0.509 -2.611
O 3.568 0.412 -1.193
H 2.751 0.802 -0.859
H 4.222 0.991 -0.839

Record 4
47
Properties=species:S:1:pos:R:3 method="wB97M-V/def2-TZVPD" homo_lumo_gap_ev="5.78 / 5.21" spin_multiplicity=2 total_energy_ev=-74620.82961 max_force_ev_per_a=1.331 de_lowest_kcal_mol=0.0 homo_ev="-3.47 / -2.90" charge=-1
V -0.877 -0.398 -0.233
O -4.686 1.184 0.381
C -3.603 0.649 0.540
O -2.753 0.375 -0.403
C -3.104 0.378 1.959
C -1.848 1.237 2.207
C -1.584 1.427 3.692
C -1.092 0.016 4.106
C -1.123 -0.727 2.777
O -0.769 0.330 1.823
C -2.558 -1.054 2.344
C -2.593 -2.136 1.259
O -3.516 -2.923 1.246
O -1.565 -2.149 0.444
H -3.909 0.675 2.627
H -1.781 2.130 1.595
H -0.807 2.174 3.847
H -2.483 1.748 4.219
H -0.082 0.050 4.512
H -1.740 -0.466 4.839
H -0.418 -1.542 2.667
H -3.138 -1.452 3.175
C 4.215 1.702 -1.794
C 4.353 0.785 -0.577
C 3.214 -0.185 -0.521
N 2.072 0.110 -0.019
N 1.133 -0.902 -0.235
C 1.631 -1.941 -0.859
N 0.924 -3.070 -1.090
S 3.284 -1.740 -1.280
H 5.038 2.417 -1.836
H 3.275 2.253 -1.747
H 4.213 1.127 -2.722
H 4.341 1.361 0.350
H 5.302 0.245 -0.606
H -0.060 -2.967 -0.843
H 1.075 -3.481 -2.003
N -0.718 1.392 -2.268
C -0.326 0.187 -2.808
O -0.766 -0.849 -2.243
C 0.618 0.125 -3.859
C 1.095 1.314 -4.477
N 1.440 2.304 -4.965
C 1.172 -1.147 -4.182
N 1.630 -2.186 -4.396
H -1.665 1.384 -1.885
H -0.456 2.235 -2.756

Record 5
49
Properties=species:S:1:pos:R:3 method="wB97M-V/def2-TZVPD" homo_lumo_gap_ev="8.62 / 2.51" spin_multiplicity=2 total_energy_ev=-27214.10374 max_force_ev_per_a=3.621 homo_ev="-14.49 / -14.49" charge=+2
O -0.664 8.434 8.985
H -0.799 9.239 8.481
H 0.171 8.369 9.453
H -1.406 8.362 9.591
O -1.611 6.382 11.153
H -1.079 6.847 11.798
H -1.493 5.456 11.367
O -1.416 10.721 8.054
H -1.153 11.373 7.404
H -2.306 10.972 8.300
O -3.212 5.416 9.144
H -4.024 5.263 9.626
H -2.653 5.890 9.760
O -2.780 8.931 10.620
H -3.120 8.502 11.405
H -3.370 9.672 10.477
O 1.580 8.402 10.152
H 1.984 8.986 10.793
H 2.236 7.721 10.001
O -0.141 5.598 8.314
H -1.052 5.391 8.522
H 0.360 5.239 9.046
O 1.078 7.269 6.456
H 1.955 6.888 6.410
H 0.629 6.757 7.129
C 1.195 10.862 5.364
C 2.306 10.674 6.395
C 2.581 12.058 7.087
O 1.998 9.643 7.280
H 1.025 9.993 4.728
H 1.471 11.610 4.620
H 0.247 11.238 5.748
H 3.100 10.362 5.716
H 2.695 12.859 6.357
H 3.480 12.038 7.703
H 1.785 12.311 7.787
H 1.635 8.900 6.792
C -1.803 5.798 5.320
C -1.612 7.085 4.464
C -2.078 8.378 5.129
O -0.258 7.308 4.101
H -2.713 5.927 5.908
H -0.983 5.531 5.986
H -2.000 4.908 4.723
H -2.261 6.970 3.596
H -1.532 8.649 6.033
H -3.098 8.225 5.482
H -2.127 9.217 4.435
H 0.217 7.267 4.934

Record 6
12
Properties=species:S:1:pos:R:3 method="wB97M-V/def2-TZVPD" homo_lumo_gap_ev=9.09 spin_multiplicity=1 total_energy_ev=-10271.65810 max_force_ev_per_a=5.709 de_lowest_kcal_mol=117.7 homo_ev=-8.82
H 2.224 0.441 2.302
N 1.436 -0.171 1.821
C 1.050 0.265 0.658
O 1.236 1.519 0.194
N 0.426 1.809 -1.035
C -0.322 0.625 -0.969
C 0.087 -0.373 -0.176
C -0.666 -1.590 -0.194
C -1.634 -2.367 -0.134
H -0.208 2.692 -0.756
H -1.421 0.367 -1.490
H -2.209 -3.217 -0.222

Record 7
55
Properties=species:S:1:pos:R:3 method="wB97M-V/def2-TZVPD" homo_lumo_gap_ev=5.68 spin_multiplicity=1 total_energy_ev=-37996.41396 max_force_ev_per_a=2.103 de_lowest_kcal_mol=0.0 homo_ev=-9.81 charge=+1
Pt 0.222 0.209 0.220
N 0.124 1.976 1.413
C -0.843 2.912 0.801
C -2.048 2.173 0.284
O -3.156 2.602 0.253
N -1.705 0.832 -0.206
C -2.696 0.036 -0.339
C -2.596 -1.417 2.132
O -3.753 -1.480 2.138
O -1.438 -1.400 2.213
H -0.193 1.695 2.339
H 1.011 2.452 1.545
H -0.355 3.364 -0.065
H -1.162 3.701 1.480
H -2.525 -0.915 -0.841
H -3.711 0.426 -0.285
C 1.876 -0.555 2.498
N 1.954 -0.597 1.016
C 3.174 0.132 0.579
C 2.032 -2.000 0.542
C 2.984 -2.869 1.046
C 3.121 -4.136 0.504
C 2.319 -4.493 -0.572
C 1.367 -3.627 -1.080
C 1.172 -2.362 -0.503
N 0.285 -1.401 -0.933
C -0.472 -1.460 -2.116
C -1.251 -2.573 -2.428
C -2.077 -2.583 -3.546
C -2.149 -1.473 -4.362
C -1.372 -0.356 -4.076
C -0.523 -0.335 -2.980
N 0.321 0.780 -2.686
C 1.694 0.537 -3.135
C -0.153 2.056 -3.200
H 2.784 -0.966 2.937
H 1.014 -1.127 2.828
H 1.794 0.481 2.827
H 4.056 -0.310 1.045
H 3.101 1.179 0.874
H 3.263 0.057 -0.502
H 3.634 -2.568 1.858
H 3.849 -4.826 0.906
H 2.436 -5.467 -1.028
H 0.776 -3.931 -1.930
H -1.249 -3.423 -1.759
H -2.682 -3.455 -3.756
H -2.799 -1.470 -5.227
H -1.429 0.502 -4.732
H 1.769 0.554 -4.230
H 2.029 -0.437 -2.780
H 2.350 1.312 -2.731
H -0.116 2.125 -4.295
H 0.492 2.848 -2.814
H -1.183 2.232 -2.885

Record 8
17
Properties=species:S:1:pos:R:3 method="wB97M-V/def2-TZVPD" homo_lumo_gap_ev=10.33 smiles="CNC(=O)CN.O" spin_multiplicity=1 total_energy_ev=-10347.54567 max_force_ev_per_a=4.056 de_lowest_kcal_mol=44.8 homo_ev=-9.59
C -1.239 1.214 1.795
N -0.401 0.600 0.825
C -0.351 -0.732 0.847
O -0.736 -1.429 1.760
C 0.092 -1.274 -0.511
N 1.462 -0.832 -0.687
H -1.354 2.260 1.618
H -2.327 0.839 1.826
H -1.026 0.945 2.904
H -0.130 1.162 0.060
H -0.626 -0.828 -1.298
H -0.084 -2.370 -0.634
H 1.535 -0.137 0.086
H 2.142 -1.672 -0.315
O 0.929 1.144 -2.743
H 0.848 0.592 -3.539
H 1.268 0.518 -1.994

Record 9
12
Properties=species:S:1:pos:R:3 method="wB97M-V/def2-TZVPD" homo_lumo_gap_ev=9.91 smiles="[H]/N=c1/nnoc(C)n1" spin_multiplicity=1 total_energy_ev=-11180.92323 max_force_ev_per_a=2.521 de_lowest_kcal_mol=70.2 homo_ev=-10.08
H -0.172 0.376 -3.169
N -0.754 -0.315 -2.783
C -0.658 -0.354 -1.507
N -1.487 -1.439 -0.942
N -1.429 -1.749 0.218
O -0.420 -0.953 1.099
C 0.180 0.110 0.595
C 1.028 0.817 1.618
N 0.031 0.487 -0.661
H 1.689 1.540 1.169
H 0.319 1.369 2.285
H 1.673 0.111 2.078

Record 10
13
Properties=species:S:1:pos:R:3 method="wB97M-V/def2-TZVPD" homo_lumo_gap_ev=10.63 smiles="O=CNCO.O" spin_multiplicity=1 total_energy_ev=-9819.72422 max_force_ev_per_a=1.204 de_lowest_kcal_mol=28.5 homo_ev=-9.94
O 0.845 -0.658 -0.724
C 1.204 -0.207 0.338
N 0.663 -0.476 1.563
C -0.522 -1.306 1.719
O -1.568 -0.579 2.299
H 1.968 0.590 0.359
H 0.755 0.312 2.176
H -0.741 -1.633 0.700
H -0.310 -2.224 2.280
H -1.562 -0.709 3.256
O -0.260 2.637 -4.377
H -0.888 3.319 -4.101
H -0.710 2.245 -5.135

Record 11
16
Properties=species:S:1:pos:R:3 method="wB97M-V/def2-TZVPD" homo_lumo_gap_ev=8.61 spin_multiplicity=1 total_energy_ev=-10236.08917 max_force_ev_per_a=2.244 de_lowest_kcal_mol=49.6 homo_ev=-7.94
C -1.210 -1.898 -0.042
N -0.561 -0.591 -0.143
C -1.491 0.502 0.097
N 0.780 -0.577 0.057
C 1.486 0.501 0.082
N 1.174 1.832 -0.040
C 2.904 0.164 0.211
N 4.048 -0.032 0.267
H -0.486 -2.711 -0.168
H -1.695 -2.037 0.931
H -1.957 -2.010 -0.834
H -1.219 1.099 0.973
H -1.532 1.146 -0.788
H -2.517 0.153 0.261
H 1.941 2.445 -0.297
H 0.334 2.016 -0.567

Record 12
89
Properties=species:S:1:pos:R:3 method="wB97M-V/def2-TZVPD" homo_lumo_gap_ev=4.85 spin_multiplicity=1 total_energy_ev=-92419.11401 max_force_ev_per_a=0.574 de_lowest_kcal_mol=0.0 homo_ev=-0.89 charge=-2
Tl -0.154 -0.595 -1.191
O 2.225 -3.472 4.304
C 2.326 -2.677 3.351
O 2.103 -1.445 3.342
C 2.653 -3.326 1.983
C 2.674 -4.717 1.895
C 2.949 -5.317 0.680
C 3.199 -4.510 -0.420
C 3.158 -3.136 -0.247
N 2.893 -2.555 0.922
H 2.470 -5.279 2.795
H 2.963 -6.398 0.588
H 3.416 -4.928 -1.395
H 3.335 -2.457 -1.074
C -2.083 -1.207 -4.239
N -0.745 -1.554 -3.817
C -0.520 -2.978 -3.864
C 0.287 -0.815 -4.526
C 0.209 0.677 -4.282
C 0.315 1.550 -5.361
C 0.283 2.926 -5.161
C 0.140 3.410 -3.868
C 0.025 2.517 -2.803
C 0.046 1.129 -2.962
H -2.271 -1.496 -5.292
H -2.231 -0.133 -4.136
H -2.805 -1.711 -3.595
H -0.560 -3.378 -4.897
H -1.281 -3.481 -3.266
H 0.459 -3.211 -3.440
H 0.254 -1.031 -5.613
H 1.250 -1.182 -4.153
H 0.423 1.154 -6.369
H 0.369 3.606 -6.002
H 0.117 4.482 -3.689
H -0.075 2.937 -1.802
S -5.205 0.014 -0.778
C -4.466 1.486 -1.248
C -3.122 1.347 -1.418
C -2.598 0.031 -1.178
C -3.628 -0.798 -0.832
C -3.561 -2.219 -0.494
C -4.506 -2.830 0.347
C -4.377 -4.166 0.662
C -3.302 -4.882 0.149
C -2.420 -4.202 -0.676
N -2.545 -2.924 -1.010
H -5.069 2.372 -1.392
H -2.500 2.177 -1.735
H -5.310 -2.238 0.765
H -5.095 -4.643 1.320
H -3.145 -5.925 0.386
H -1.559 -4.714 -1.097
S 4.522 0.027 -1.564
C 4.254 0.854 -0.126
N 3.593 0.291 0.934
C 3.371 0.909 2.113
C 3.813 2.179 2.333
C 4.497 2.825 1.285
C 4.706 2.191 0.095
H 3.243 -0.680 0.857
H 2.852 0.288 2.834
H 3.625 2.663 3.280
H 4.865 3.836 1.425
H 5.226 2.668 -0.722
O 0.270 1.636 0.540
S -0.903 2.290 1.167
C -1.300 1.288 2.615
C -2.483 1.467 3.317
C -2.761 0.628 4.385
C -1.875 -0.390 4.723
C -0.715 -0.586 3.985
C -0.430 0.255 2.916
C -0.218 3.730 2.030
C -0.968 4.517 2.893
C -0.397 5.648 3.454
C 0.913 5.996 3.144
C 1.650 5.208 2.273
C 1.085 4.071 1.710
H -3.197 2.225 3.016
H -3.683 0.754 4.940
H -2.106 -1.051 5.549
H -0.016 -1.386 4.197
H 0.451 0.073 2.315
H -1.988 4.246 3.138
H -0.974 6.259 4.137
H 1.356 6.882 3.583
H 2.670 5.473 2.026
H 1.642 3.432 1.034